[1]
{"formula": "C3H3N2", "method": "ωB97M-V with the def2-TZVPD basis set", "e_lumo_ha": -0.217, "e_above_lowest_kcal_mol": 71.0, "homo_lumo_gap_ev": 8.37, "max_force_ev_per_a": 2.10, "smiles": "[NH+]#CC1=CN1", "charge": 1, "species": ["N", "N", "C", "C", "C", "H", "H", "H"], "xyz": [[-0.13826, 1.96416, -0.26701], [0.30896, -1.55344, 0.63178], [-0.26290, -1.01185, -0.40593], [0.77825, -0.23612, 0.07037], [0.41774, 1.04089, 0.17622], [-0.02925, -1.86722, 1.53530], [-0.99148, -1.25479, -1.15548], [-0.08305, 2.91838, -0.58525]], "lowdin_charge": [0.33, 0.19, 0.11, -0.08, -0.04, 0.17, 0.17, 0.15]}

=====

[2]
{"formula": "C3H3N2O", "method": "ωB97M-V with the def2-TZVPD basis set", "e_lumo_ha": [-0.344, -0.341], "e_above_lowest_kcal_mol": 233.9, "homo_lumo_gap_ev": [7.12, 7.34], "max_force_ev_per_a": 3.02, "charge": 1, "species": ["O", "N", "N", "C", "C", "C", "H", "H", "H"], "xyz": [[-1.89572, 1.44616, 0.32672], [-0.55119, 0.19002, -0.69414], [0.63827, -0.78352, 0.80086], [1.36074, 0.37870, 0.57840], [-0.38870, -0.94992, 0.04126], [0.64283, 0.82923, -0.44546], [-1.02831, -1.88064, 0.11586], [-1.14928, 0.33375, -1.56445], [2.37135, 0.43622, 0.84094]], "lowdin_charge": [0.06, 0.01, 0.21, 0.01, -0.09, 0.25, 0.20, 0.22, 0.13]}

=====

[3]
{"formula": "C3H3N2O", "method": "ωB97M-V with the def2-TZVPD basis set", "e_lumo_ha": -0.311, "e_above_lowest_kcal_mol": 130.0, "homo_lumo_gap_ev": 8.70, "max_force_ev_per_a": 4.38, "smiles": "CC(C#N)=[N+]=O", "charge": 1, "species": ["O", "N", "N", "C", "C", "C", "H", "H", "H"], "xyz": [[-0.60554, 2.15212, 3.00013], [-1.12962, 3.48464, -0.01332], [-0.33970, 1.61965, 2.03168], [-0.75819, 2.43767, 0.22688], [-0.34754, 1.19054, 0.86796], [-0.05157, 0.03201, 0.04293], [-0.68933, -0.22142, -0.69119], [0.10905, -0.82844, 0.54718], [0.73159, 0.34622, -0.75816]], "lowdin_charge": [0.39, 0.29, 0.14, -0.09, -0.13, 0.07, 0.08, 0.08, 0.18]}

=====

[4]
{"formula": "C3H3N2O", "method": "ωB97M-V with the def2-TZVPD basis set", "e_lumo_ha": -0.262, "e_above_lowest_kcal_mol": 55.7, "homo_lumo_gap_ev": 9.79, "max_force_ev_per_a": 3.80, "charge": 1, "species": ["O", "N", "N", "C", "C", "C", "H", "H", "H"], "xyz": [[-2.00052, -1.07760, -2.65230], [1.23824, -0.78898, -1.46278], [0.94098, 0.06952, 0.93189], [-0.10728, 0.73225, 1.19735], [-1.76894, -0.52801, -1.71113], [1.09762, -0.47898, -0.37045], [1.84038, -0.02581, 1.45577], [-0.85771, 1.14623, 0.33158], [-0.38276, 0.95138, 2.28007]], "lowdin_charge": [0.09, 0.27, 0.10, 0.20, -0.02, -0.19, 0.22, 0.18, 0.16]}

=====

Repeat the fourth record exactly.
{"formula": "C3H3N2O", "method": "ωB97M-V with the def2-TZVPD basis set", "e_lumo_ha": -0.262, "e_above_lowest_kcal_mol": 55.7, "homo_lumo_gap_ev": 9.79, "max_force_ev_per_a": 3.80, "charge": 1, "species": ["O", "N", "N", "C", "C", "C", "H", "H", "H"], "xyz": [[-2.00052, -1.07760, -2.65230], [1.23824, -0.78898, -1.46278], [0.94098, 0.06952, 0.93189], [-0.10728, 0.73225, 1.19735], [-1.76894, -0.52801, -1.71113], [1.09762, -0.47898, -0.37045], [1.84038, -0.02581, 1.45577], [-0.85771, 1.14623, 0.33158], [-0.38276, 0.95138, 2.28007]], "lowdin_charge": [0.09, 0.27, 0.10, 0.20, -0.02, -0.19, 0.22, 0.18, 0.16]}